No. 1
Entry from the Open Molecules 2025 dataset: a structure of composition C28H25Br2ClN6O5Pd (the ωB97M-V functional and the def2-TZVPD basis).

The geometry in XYZ format:
```
68
Properties=species:S:1:pos:R:3:forces:R:3:lowdin_spin:R:1
Pd 0.26718 0.46481 0.01222 0.2 0.3 0.2 1.4736
O -2.16579 -2.30040 4.66431 -0.1 0.0 -0.1 0.0009
C -1.33103 -1.39671 5.13176 0.2 -0.2 0.0 0.0003
O -1.08028 -1.28602 6.30619 -0.1 0.1 0.0 0.0003
C -0.66238 -0.50575 4.13342 0.0 0.1 -0.1 0.0002
C 0.16786 0.55306 4.46464 0.0 -0.1 0.0 0.0000
Cl 0.71490 1.10226 5.97182 0.0 0.0 0.0 0.0011
N 0.58174 1.14162 3.32034 -0.1 0.0 0.0 0.0071
N 0.05477 0.51326 2.25879 0.0 -0.3 0.0 0.0510
C -0.68387 -0.48303 2.71779 -0.1 0.2 0.1 -0.0011
C -1.34844 -1.37878 1.69205 0.2 -0.1 0.1 0.0079
O -2.16586 -2.21726 2.08268 -0.1 0.1 0.1 0.0058
O -0.96649 -1.22211 0.49574 -0.1 0.0 -0.1 0.1208
C 1.38215 2.29986 3.11457 0.1 0.1 0.0 0.0005
C 1.04999 3.49076 3.73957 0.0 0.0 0.0 -0.0002
C 1.79858 4.62362 3.46189 0.0 0.0 0.0 0.0006
C 2.85118 4.56542 2.55855 0.0 0.0 0.0 -0.0002
C 3.16826 3.36590 1.93720 0.0 0.0 0.0 0.0006
C 2.43782 2.22192 2.21953 0.0 0.0 0.0 0.0014
H -2.24918 -2.27672 3.65768 0.1 0.0 0.1 0.0006
H 0.21033 3.53661 4.41906 0.0 0.0 0.0 0.0000
H 1.54731 5.55769 3.94588 0.0 0.0 0.0 0.0000
H 3.42326 5.45607 2.33796 0.0 0.0 0.0 0.0000
H 3.98679 3.31326 1.23262 0.0 0.0 0.0 0.0000
H 2.67623 1.28016 1.73948 0.0 0.1 0.1 0.0005
C 2.81317 -1.33260 1.83799 0.0 0.0 0.1 0.0004
C 3.20781 -0.99342 0.43386 0.0 -0.1 0.0 0.0050
C 4.52455 -1.28056 0.00492 0.0 0.0 0.0 0.0023
C 4.88430 -1.04752 -1.28546 0.0 0.0 0.0 -0.0002
C 3.93591 -0.53462 -2.19900 0.0 0.0 -0.1 0.0012
C 4.19701 -0.29751 -3.56905 -0.1 0.0 0.0 0.0011
Br 5.91307 -0.64671 -4.29461 0.0 0.0 0.0 0.0006
C 3.21303 0.17919 -4.38841 0.0 0.0 0.0 0.0008
C 1.93514 0.44544 -3.88404 0.1 0.0 0.0 0.0055
Br 0.61345 1.09529 -5.06376 0.0 0.0 0.0 0.0012
C 1.59708 0.25666 -2.54993 0.1 -0.1 0.1 0.0106
O 0.42040 0.51588 -2.08426 -0.1 0.0 0.0 0.1190
C 2.64765 -0.25384 -1.69715 -0.1 0.0 -0.1 0.0049
N 2.32218 -0.46805 -0.38216 -0.1 0.0 -0.1 0.0543
H 2.92745 -2.40558 1.99837 0.0 0.0 0.0 0.0000
H 1.77687 -1.06889 2.02932 0.1 0.0 0.0 -0.0005
H 3.45722 -0.82672 2.56087 0.0 0.0 0.0 0.0000
H 5.22865 -1.69432 0.71347 0.0 0.0 0.0 0.0003
H 5.88614 -1.26435 -1.62885 0.0 0.0 0.0 0.0000
H 3.41093 0.35331 -5.43658 0.0 0.0 0.0 0.0002
C -4.94035 0.92486 -1.59270 0.0 0.0 0.0 0.0000
C -3.70894 0.38177 -2.29070 0.0 0.0 0.0 0.0000
N -2.55146 0.69276 -1.48313 0.0 0.0 0.1 -0.0006
C -2.43109 1.78124 -0.69533 0.1 0.0 -0.1 0.0096
N -1.32242 1.94446 -0.01422 -0.1 0.0 0.0 0.0932
C -1.19282 3.10790 0.84353 0.0 0.0 0.0 0.0099
C -1.93071 4.29985 0.26086 0.0 0.0 0.0 0.0042
C -3.38223 3.90975 0.07145 0.0 0.0 0.0 0.0000
N -3.47706 2.65316 -0.65520 0.1 -0.1 0.1 0.0024
C -4.73134 2.40679 -1.35088 0.0 0.0 -0.1 0.0009
H -5.07293 0.40884 -0.63946 0.0 0.0 0.0 0.0000
H -5.83404 0.76589 -2.19545 0.0 0.0 0.0 0.0000
H -3.61912 0.81903 -3.29265 0.0 0.0 0.0 0.0000
H -3.75917 -0.70071 -2.40344 0.0 0.0 0.0 0.0000
H -1.73493 0.10864 -1.56128 0.1 0.0 0.0 -0.0012
H -0.13157 3.33824 0.96111 0.0 0.0 0.0 0.0022
H -1.57922 2.89150 1.85047 0.0 0.0 0.0 -0.0001
H -1.48898 4.55906 -0.70427 0.0 0.0 0.0 0.0001
H -1.85588 5.16929 0.91510 0.0 0.0 0.0 0.0007
H -3.91863 4.66855 -0.50395 0.0 0.0 0.0 0.0000
H -3.88621 3.81934 1.04202 0.0 0.0 0.0 0.0000
H -4.74104 2.95068 -2.30431 0.0 0.0 0.0 0.0000
H -5.53560 2.81684 -0.73526 0.0 0.0 0.0 0.0002
```
Positions in Å, forces in eV/Å.

Results
Total charge   0
Multiplicity   3
Maximum force   0.0077 hartree/bohr
Expectation value of S²   2.005
Frontier orbital gap (alpha / beta)   7.56 / 6.50 eV
Highest occupied orbital energy (alpha / beta)   -0.2808 / -0.2798 hartree
LUMO (alpha / beta)   -0.003 / -0.041 Ha


No. 2
Entry from the Open Molecules 2025 dataset: a structure of composition C28H25BrIN7NiO3SSe2 (the ωB97M-V functional and the def2-TZVPD basis).

The geometry in XYZ format:
```
69
Properties=species:S:1:pos:R:3:forces:R:3:lowdin_spin:R:1
Ni -0.03960 0.06091 -0.23155 0.2 -0.6 0.8 1.7045
Se -0.48583 3.66570 -0.33819 -0.2 0.2 -0.4 0.0014
Se -0.02727 3.17946 1.84387 0.1 0.1 0.4 0.0016
C 1.52623 2.09563 1.53427 0.0 0.2 0.0 0.0048
C 2.58721 2.22778 2.42095 -0.3 0.0 0.0 0.0008
C 3.78670 1.61947 2.11085 -0.1 -0.2 -0.3 0.0016
C 3.88800 0.94963 0.89908 0.0 0.1 0.1 0.0005
C 2.76632 0.83963 0.09723 0.3 -0.1 -0.1 0.0038
N 1.58056 1.36254 0.42354 0.2 -0.2 0.2 0.0320
C -1.93606 2.40771 -0.48192 0.0 0.2 -0.1 0.0041
C -3.10386 2.74081 -1.14852 0.2 0.0 0.0 0.0008
C -4.19747 1.90781 -0.98348 0.1 -0.2 0.3 0.0021
C -4.08532 0.81965 -0.12992 -0.1 0.3 0.1 0.0005
C -2.85119 0.53174 0.42722 -0.4 0.1 0.2 0.0037
N -1.77222 1.29070 0.21899 -0.4 0.0 -0.5 0.0294
H 2.46240 2.82791 3.31058 0.0 0.0 0.0 0.0003
H 4.63238 1.69587 2.77787 0.1 0.0 0.0 0.0001
H 4.82002 0.50848 0.58732 0.1 -0.1 -0.1 0.0001
H 2.81425 0.30401 -0.84178 -0.1 -0.1 0.1 0.0006
H -3.14652 3.63583 -1.75272 -0.1 0.1 0.1 0.0002
H -5.13065 2.12770 -1.47869 -0.1 0.0 0.0 0.0001
H -4.92975 0.18366 0.08173 -0.1 -0.1 0.0 0.0001
H -2.71042 -0.33331 1.06165 0.0 0.0 -0.1 0.0001
N -0.18858 -0.61828 1.61026 -0.3 0.0 0.3 0.0394
C -0.71420 -0.28409 2.60802 0.4 -0.7 -0.5 0.0125
N -1.13191 0.08747 3.72240 1.2 0.9 0.2 0.0076
C -2.20129 -0.14627 4.39577 -1.0 -0.2 0.3 0.0008
N -3.14080 -0.28012 5.05289 -0.4 -0.1 0.3 0.0051
C -4.24799 -3.57660 -3.52904 -0.1 -0.3 0.1 0.0010
N -3.56474 -2.50866 -2.82875 -0.1 0.0 -0.1 0.0035
C -2.40399 -2.53113 -2.15243 0.5 0.2 0.2 0.0082
S -1.82605 -0.97743 -1.70966 -0.4 0.3 -0.2 0.0384
N -1.71489 -3.58626 -1.80571 0.2 -0.1 0.1 0.0010
C -2.02893 -4.98465 -1.97835 -0.2 -0.2 -0.2 0.0000
H -4.85652 -3.13955 -4.31781 0.1 0.0 0.0 0.0000
H -4.90790 -4.13158 -2.85942 0.0 -0.1 -0.1 0.0002
H -3.54271 -4.26719 -3.98486 -0.1 0.1 0.0 0.0000
H -3.95139 -1.58316 -2.93593 0.2 -0.1 0.1 0.0006
H -0.75739 -3.42393 -1.37927 -0.4 0.1 -0.2 0.0001
H -3.06014 -5.19749 -1.70248 0.0 -0.1 0.0 0.0000
H -1.37087 -5.54779 -1.31989 0.0 0.0 0.0 0.0000
H -1.85005 -5.30924 -3.00546 0.0 -0.1 0.1 0.0000
O 2.82654 -5.11564 -1.21308 0.0 -0.1 -0.2 0.0003
C 3.39160 -4.32489 -0.28363 0.0 0.3 0.3 0.0005
C 4.64784 -4.66130 0.22235 -0.1 -0.1 -0.2 0.0000
C 5.20430 -3.92240 1.24635 -0.1 0.0 0.0 0.0004
C 4.52652 -2.83442 1.77940 0.1 0.2 0.1 -0.0001
C 3.32101 -2.44313 1.22978 0.0 -0.1 0.0 0.0003
C 2.75314 -3.16591 0.18957 -0.2 -0.1 -0.2 0.0015
C 1.45634 -2.71164 -0.42567 0.7 0.0 0.1 0.0048
O 0.70851 -3.60715 -0.88719 -0.2 -0.3 -0.1 0.0016
O 1.26216 -1.47925 -0.49156 0.2 0.4 -0.1 0.0316
H 1.90338 -4.79137 -1.32334 0.1 0.0 0.1 0.0000
H 5.15444 -5.52136 -0.18907 0.0 -0.1 0.0 0.0000
H 6.16619 -4.20541 1.65052 0.1 -0.1 0.0 0.0000
H 4.94065 -2.29645 2.61951 0.1 0.1 0.0 0.0000
H 2.78042 -1.59222 1.61799 -0.1 0.1 0.0 -0.0001
Br 1.34228 0.77711 -6.12944 0.1 0.0 -0.2 0.0019
C 2.19597 2.00890 -4.97500 -0.3 -0.2 0.2 0.0021
C 3.14380 2.86673 -5.50818 0.0 0.0 0.0 0.0006
C 3.78081 3.77766 -4.68446 0.0 0.0 0.0 -0.0001
C 3.48046 3.81668 -3.33280 0.0 0.0 0.0 -0.0001
C 2.53330 2.95637 -2.80360 -0.1 0.0 0.1 0.0005
C 1.87666 2.04951 -3.62163 -0.2 -0.2 0.3 0.0094
I 0.39518 0.72730 -2.81068 0.5 0.5 -1.4 0.0331
H 3.36847 2.80989 -6.56246 0.0 0.0 -0.1 0.0001
H 4.50755 4.46102 -5.09689 0.1 0.0 -0.1 0.0000
H 3.98056 4.52212 -2.68688 0.0 0.1 0.1 0.0000
H 2.29770 2.99195 -1.74892 0.0 0.0 0.0 0.0001
```
Positions in Å, forces in eV/Å.

Results
Total charge   0
Multiplicity   3
Maximum force   0.0311 hartree/bohr
Expectation value of S²   2.007
Frontier orbital gap (alpha / beta)   7.62 / 7.49 eV
Highest occupied orbital energy (alpha / beta)   -0.2976 / -0.2976 hartree
LUMO (alpha / beta)   -0.018 / -0.022 Ha


Which of these has the lowest expectation value of S²?
C28H25Br2ClN6O5Pd